Computed, not measured: a structure of composition C28H43GeN3OPdS2Se, with the ωB97M-V functional and the def2-TZVPD basis.

Structure (ORCA input):
```
! wB97M-V def2-TZVPD RIJCOSX def2/J DEFGRID3
* xyz 2 3
Pd -0.3065 0.1687 -0.2037
C 0.6596 -1.0112 -3.0963
C 1.4416 -1.6630 -1.9974
C 2.4132 -2.6374 -2.3252
C 3.1427 -3.2156 -1.3341
C 2.9470 -2.8237 0.0117
C 3.6941 -3.3774 1.0730
C 3.4680 -2.9512 2.3511
C 2.5072 -1.9583 2.6121
C 1.7610 -1.3903 1.6034
S 0.6016 -0.1217 1.9939
C 1.9701 -1.8393 0.2712
N 1.2165 -1.3085 -0.7497
H 0.1059 -1.7518 -3.6762
H 1.3372 -0.5041 -3.7855
H -0.0314 -0.2624 -2.7094
H 2.5586 -2.9062 -3.3629
H 3.8869 -3.9698 -1.5605
H 4.4382 -4.1331 0.8568
H 4.0331 -3.3676 3.1742
H 2.3564 -1.6196 3.6298
C -1.2367 3.2165 -3.2070
Ge -2.9459 2.3437 -2.8804
C -2.8782 0.4763 -3.4661
C -4.4136 3.2753 -3.7508
C -3.4169 2.2921 -0.9496
Se -2.0731 1.9355 0.4197
C -1.1190 3.6181 0.3479
H -1.0109 3.1496 -4.2723
H -0.4244 2.7447 -2.6532
H -1.2856 4.2742 -2.9461
H -2.6206 0.4244 -4.5243
H -3.8514 -0.0007 -3.3356
H -2.1290 -0.0919 -2.9125
H -4.2809 3.2617 -4.8325
H -4.4547 4.3153 -3.4273
H -5.3693 2.8049 -3.5196
H -4.1731 1.5164 -0.8045
H -3.8836 3.2287 -0.6396
H -0.6529 3.7413 -0.6243
H -0.3719 3.5920 1.1379
H -1.8341 4.4125 0.5459
C -3.8691 -3.0198 -0.4215
C -2.8503 -1.9059 -0.7600
N -1.9341 -1.6815 0.3632
C -2.7035 -1.3191 1.5629
C -3.6554 -2.4650 1.9700
N -3.5241 -3.5504 0.9401
C -2.1222 -4.0871 0.9471
C -1.1724 -2.9113 0.6281
H -3.8261 -3.8557 -1.1168
H -4.8934 -2.6551 -0.3754
H -3.3685 -0.9741 -0.9826
H -2.2646 -2.1776 -1.6378
H -3.2722 -0.4148 1.3550
H -1.9965 -1.0928 2.3595
H -4.6998 -2.1595 1.9890
H -3.4009 -2.9033 2.9331
H -4.1684 -4.3054 1.1716
H -2.0761 -4.8831 0.2062
H -1.9448 -4.5141 1.9322
H -0.5692 -3.1411 -0.2481
H -0.4996 -2.7182 1.4612
C 2.7746 3.6506 -1.0917
S 2.1294 2.2806 -0.1432
O 1.0717 1.6972 -1.0922
C 3.5340 1.1998 -0.2111
C 3.9626 0.6758 -1.4252
C 5.0667 -0.1578 -1.4390
C 5.7260 -0.4585 -0.2503
C 5.2837 0.0654 0.9546
C 4.1727 0.8986 0.9811
H 3.0570 3.3028 -2.0834
H 3.6375 4.0521 -0.5616
H 1.9911 4.4035 -1.1561
H 3.4342 0.9162 -2.3402
H 5.4225 -0.5677 -2.3751
H 6.5950 -1.1032 -0.2681
H 5.7991 -0.1747 1.8746
H 3.8011 1.3006 1.9158
*
```

## Properties
HOMO level (alpha / beta)	-0.4625 / -0.4581	hartree
frontier orbital gap (alpha / beta)	7.74 / 6.31	eV



Computed, not measured: a structure of composition C28H44BBaN10OPSi, with the ωB97M-V functional and the def2-TZVPD basis.

Structure (ORCA input):
```
! wB97M-V def2-TZVPD RIJCOSX def2/J DEFGRID3
* xyz 1 2
Ba 0.2352 0.5516 -1.6265
C 1.1116 -2.2208 -4.6468
C 1.2855 -2.6638 -3.2246
C 2.0564 -3.7293 -2.7426
C 1.8743 -3.6986 -1.3801
N 1.0391 -2.6832 -1.0795
N 0.6841 -2.0241 -2.2238
B 0.5842 -2.1680 0.3270
N 1.5872 -1.0116 0.7362
C 2.2268 -0.7969 1.9140
C 3.1878 0.1659 1.7229
C 3.0793 0.5269 0.3708
C 3.8945 1.5178 -0.4040
N 2.1216 -0.1770 -0.2229
N -0.9289 -1.6575 0.2483
C -2.0287 -2.3878 0.5450
C -3.1363 -1.5748 0.4578
C -2.6311 -0.3145 0.0993
C -3.3480 0.9932 -0.0660
N -1.3103 -0.3784 -0.0400
N 0.5956 -3.3573 1.2959
C 0.2405 -4.6439 1.0260
C 0.0948 -5.3019 2.2158
C 0.3750 -4.3252 3.1997
C 0.3479 -4.4673 4.6920
N 0.6633 -3.1624 2.6470
H 1.9473 -2.5598 -5.2560
H 0.1999 -2.6329 -5.0833
H 1.0644 -1.1327 -4.7262
H 2.6593 -4.4214 -3.3095
H 2.3014 -4.3152 -0.6058
H 1.9664 -1.3901 2.7768
H 3.8708 0.5608 2.4603
H 4.9221 1.5274 -0.0436
H 3.9177 1.2629 -1.4635
H 3.5081 2.5352 -0.3016
H -1.9535 -3.4270 0.8232
H -4.1613 -1.8475 0.6560
H -3.9332 1.2219 0.8262
H -2.6385 1.8119 -0.2035
H -4.0444 0.9780 -0.9069
H 0.0964 -4.9941 0.0150
H -0.1605 -6.3406 2.3646
H 0.4295 -5.5140 4.9832
H 1.1696 -3.9166 5.1503
H -0.5857 -4.0772 5.1037
C 0.8817 4.2142 -1.6862
C 1.0947 3.8954 -0.2268
C 1.8445 4.8040 0.5702
C 2.0503 4.5330 1.9075
C 1.4519 3.4059 2.4437
C 0.6320 2.5663 1.6265
N 0.5528 2.8000 0.2472
N -0.1293 1.6093 2.0725
Si -0.6259 1.1535 3.7061
C 0.7296 0.9255 4.9446
C -1.5756 -0.4087 3.5777
C -1.7203 2.5311 4.2585
H 0.2227 5.0815 -1.7785
H 0.4001 3.3851 -2.2056
H 1.8180 4.4612 -2.1904
H 2.2560 5.6949 0.1108
H 2.6457 5.1968 2.5227
H 1.5621 3.1529 3.4894
H 1.4981 0.2188 4.6100
H 0.2679 0.5123 5.8485
H 1.2264 1.8583 5.2279
H -0.9510 -1.2506 3.2516
H -2.4074 -0.3055 2.8712
H -1.9853 -0.6559 4.5651
H -1.1875 3.4873 4.3128
H -2.1154 2.3043 5.2554
H -2.5680 2.6536 3.5751
C -1.3454 2.1772 -6.1139
P -1.7761 1.3217 -4.6195
C -2.0740 -0.3748 -5.0654
C -3.3328 1.9859 -4.0707
O -0.6971 1.4602 -3.5410
H -2.0946 1.9999 -6.8880
H -0.3735 1.8258 -6.4636
H -1.2816 3.2478 -5.9125
H -3.0009 -0.4505 -5.6394
H -2.1562 -0.9887 -4.1656
H -1.2492 -0.7470 -5.6733
H -4.0259 2.0763 -4.9090
H -3.1677 2.9706 -3.6303
H -3.7707 1.3308 -3.3157
*
```

## Properties
HOMO level (alpha / beta)	-0.3908 / -0.4019	hartree
frontier orbital gap (alpha / beta)	8.53 / 6.91	eV



Computed, not measured: a structure of composition C28H44BBr2F4N3O5Si3Yb, with the ωB97M-V functional and the def2-TZVPD basis.

Structure (ORCA input):
```
! wB97M-V def2-TZVPD RIJCOSX def2/J DEFGRID3
* xyz -1 2
Yb 0.3724 -0.2821 -0.5457
C 0.3539 0.1665 2.8723
O -0.1421 -0.4655 1.6895
Si -1.7148 -1.1626 1.5487
C -1.8929 -2.2975 3.0300
C -2.9318 0.1918 1.8848
C -1.5249 -1.8779 -0.1250
Si -2.7510 -1.4565 -1.4400
C -2.3418 0.2037 -2.2687
C -4.5384 -1.4156 -0.8357
C -2.8856 -2.6220 -2.9118
Si -1.1663 -3.6839 -0.0115
C -0.8165 -4.5535 -1.6432
C 0.2638 -4.0643 1.1666
C -2.6833 -4.6053 0.6426
H -0.4573 0.6670 3.4070
H 1.1031 0.8988 2.5912
H 0.8210 -0.5732 3.5194
H -1.6051 -1.7760 3.9527
H -1.2742 -3.2001 2.9413
H -2.9397 -2.6145 3.1328
H -2.6270 0.7547 2.7770
H -3.9300 -0.2245 2.0821
H -2.9963 0.8941 1.0490
H -2.6047 1.0234 -1.6087
H -2.8908 0.3345 -3.2092
H -1.2777 0.2919 -2.5214
H -4.6254 -1.0037 0.1785
H -4.9315 -2.4435 -0.8091
H -5.1746 -0.8291 -1.5116
H -1.9646 -2.6516 -3.5095
H -3.6996 -2.2581 -3.5519
H -3.1264 -3.6528 -2.6099
H -0.5440 -3.8551 -2.4384
H -1.6972 -5.1156 -1.9768
H 0.0183 -5.2532 -1.5330
H 0.6026 -3.1726 1.7080
H 1.1246 -4.4443 0.6066
H -0.0258 -4.8241 1.9042
H -3.4905 -4.5577 -0.1075
H -3.0701 -4.1653 1.5735
H -2.4597 -5.6664 0.8306
C -5.6914 2.5331 -0.3730
C -4.4831 3.4029 -0.6063
C -4.6572 4.7636 -0.9447
C -3.5667 5.5614 -1.0556
C -2.2761 5.0360 -0.8213
C -1.1162 5.8364 -0.8007
Br -1.1943 7.6997 -1.1991
C 0.0698 5.3054 -0.4252
C 0.1694 3.9383 -0.1458
Br 1.8289 3.3851 0.5700
C -0.8712 3.0011 -0.2955
O -0.6992 1.7162 -0.1567
C -2.1717 3.6401 -0.5479
N -3.2946 2.8748 -0.4479
H -6.1295 2.7686 0.6036
H -5.4064 1.4881 -0.3748
H -6.4586 2.7070 -1.1325
H -5.6559 5.1602 -1.0904
H -3.6695 6.6098 -1.2944
H 0.9480 5.9289 -0.3322
C 5.8723 -1.8830 0.6487
C 6.0467 -0.4739 1.2209
C 5.0231 0.5146 0.6742
C 5.1726 1.9200 1.3370
C 6.5584 2.5559 1.2211
C 5.2192 0.7054 -0.8188
O 6.3006 0.6779 -1.3668
N 4.0736 0.9996 -1.5268
C 2.8066 0.7293 -1.0660
O 1.8373 0.9008 -1.8425
N 2.5779 0.2850 0.1738
C 3.6021 0.0667 1.0576
O 3.4128 -0.4093 2.1610
H 6.6013 -2.5669 1.0900
H 6.0227 -1.8855 -0.4347
H 4.8740 -2.2739 0.8616
H 7.0436 -0.1059 0.9794
H 5.9309 -0.4943 2.3045
H 4.9085 1.7910 2.3877
H 4.4298 2.5910 0.8965
H 7.2888 2.0342 1.8421
H 6.5125 3.5942 1.5587
H 6.9209 2.5476 0.1921
H 4.1594 1.1451 -2.5193
F 1.9014 -3.5350 -2.5012
B 1.8990 -2.2399 -2.0515
F 0.7008 -1.5039 -2.4931
F 1.7245 -2.1503 -0.6083
F 3.0459 -1.5518 -2.4272
*
```

## Properties
HOMO level (alpha / beta)	-0.1973 / -0.1973	hartree
frontier orbital gap (alpha / beta)	7.59 / 7.59	eV



| no. | maximum force (eV Å⁻¹) |
| --- | --- |
| 1 | 0.2 |
| 2 | 3.1 |
| 3 | 1.5 |